{"formula": "C23H48F6N10O8P2S4Zn", "method": "ωB97M-V/def2-TZVPD", "symbols": ["Zn", "C", "N", "C", "P", "O", "O", "P", "O", "N", "C", "C", "N", "C", "C", "N", "C", "C", "H", "H", "H", "H", "H", "H", "H", "H", "H", "H", "H", "H", "H", "H", "H", "H", "H", "H", "H", "H", "H", "H", "H", "H", "F", "C", "F", "F", "S", "O", "O", "N", "S", "O", "O", "C", "F", "F", "F", "C", "N", "C", "C", "O", "H", "H", "H", "H", "H", "H", "H", "C", "N", "C", "C", "S", "N", "C", "C", "H", "H", "H", "H", "H", "H", "H", "H", "H", "H", "H", "H", "C", "C", "C", "C", "N", "C", "S", "N", "H", "H", "H", "H", "H"], "positions_angstrom": [[0.228, 1.041, 0.428], [-3.214, 2.471, -3.674], [-2.258, 2.591, -2.582], [-1.265, 3.646, -2.793], [-2.688, 2.222, -1.038], [-1.557, 2.214, -0.089], [-3.386, 0.776, -1.264], [-2.490, -0.579, -1.274], [-1.358, -0.455, -0.340], [-3.664, -1.678, -0.971], [-5.009, -1.429, -0.490], [-3.216, -3.062, -0.846], [-1.939, -0.833, -2.791], [-0.524, -1.075, -3.062], [-2.841, -1.184, -3.871], [-3.916, 3.127, -0.441], [-5.248, 3.115, -1.017], [-3.797, 3.856, 0.816], [-2.662, 2.337, -4.606], [-3.840, 3.366, -3.778], [-3.854, 1.602, -3.537], [-0.856, 3.523, -3.796], [-0.453, 3.534, -2.085], [-1.702, 4.647, -2.716], [-5.227, -0.365, -0.477], [-5.135, -1.824, 0.524], [-5.738, -1.927, -1.136], [-2.166, -3.156, -1.123], [-3.815, -3.716, -1.488], [-3.300, -3.399, 0.190], [0.087, -0.804, -2.204], [-0.211, -0.485, -3.927], [-0.356, -2.134, -3.286], [-3.871, -0.942, -3.610], [-2.791, -2.254, -4.102], [-2.579, -0.627, -4.774], [-5.279, 2.512, -1.923], [-5.571, 4.128, -1.271], [-5.968, 2.695, -0.307], [-2.797, 3.742, 1.222], [-4.524, 3.476, 1.542], [-3.995, 4.919, 0.655], [0.756, 5.710, -1.073], [0.488, 5.128, 0.096], [0.755, 5.979, 1.076], [-0.825, 4.861, 0.129], [1.473, 3.578, 0.289], [0.928, 2.901, 1.471], [1.163, 2.731, -0.869], [2.829, 4.234, 0.348], [4.256, 3.570, 0.870], [5.048, 4.645, 1.469], [3.204, 0.438, 0.378], [4.947, 3.473, -0.871], [4.829, 4.619, -1.537], [6.256, 3.175, -0.814], [4.330, 2.513, -1.568], [-3.350, 0.359, 2.314], [-2.526, 0.150, 3.486], [-3.166, -0.272, 4.712], [-1.193, 0.271, 3.397], [-0.583, 0.567, 2.387], [-4.278, 0.855, 2.608], [-3.591, -0.592, 1.834], [-2.803, 0.978, 1.607], [-3.678, -1.229, 4.577], [-3.898, 0.469, 5.039], [-2.418, -0.389, 5.494], [-0.667, 0.069, 4.341], [0.455, -4.027, 3.487], [1.282, -4.482, 2.387], [1.407, -5.932, 2.348], [1.224, -3.795, 1.188], [0.006, -2.698, 0.837], [2.241, -4.029, 0.339], [2.163, -3.685, -1.074], [3.564, -4.453, 0.770], [0.858, -4.446, 4.411], [-0.588, -4.347, 3.379], [0.478, -2.942, 3.542], [0.415, -6.397, 2.299], [1.909, -6.289, 3.249], [1.979, -6.255, 1.484], [1.119, -3.613, -1.367], [2.651, -4.483, -1.640], [2.655, -2.730, -1.264], [3.620, -4.471, 1.853], [4.290, -3.732, 0.390], [3.815, -5.443, 0.375], [7.780, 0.888, 1.028], [6.640, 0.114, 0.437], [6.849, -1.081, -0.249], [5.713, -1.727, -0.690], [4.483, -1.270, -0.492], [4.389, -0.108, 0.160], [1.824, -0.673, 0.379], [5.423, 0.597, 0.633], [8.725, 0.642, 0.544], [7.866, 0.645, 2.089], [7.596, 1.958, 0.950], [7.838, -1.479, -0.422], [5.794, -2.665, -1.236]], "forces_ev_per_a": [[-0.120, -0.411, 0.238], [-0.002, -0.041, -0.028], [-0.043, -0.008, 0.018], [-0.057, 0.043, -0.026], [0.082, 0.029, -0.060], [0.157, 0.006, -0.038], [-0.061, 0.023, -0.011], [0.189, 0.019, -0.086], [-0.026, 0.026, 0.126], [0.009, -0.005, 0.041], [-0.044, 0.018, 0.037], [-0.038, -0.051, -0.085], [-0.053, -0.181, 0.035], [0.035, 0.075, -0.027], [-0.050, 0.003, -0.029], [0.013, 0.009, 0.028], [-0.018, 0.009, -0.055], [-0.023, -0.011, 0.019], [0.008, 0.001, 0.009], [0.014, -0.005, -0.007], [0.001, 0.015, 0.016], [0.008, -0.001, 0.006], [0.020, 0.008, 0.020], [0.007, -0.010, 0.002], [0.012, -0.019, -0.014], [-0.005, 0.011, 0.000], [0.009, -0.010, 0.006], [0.003, 0.015, -0.012], [-0.008, 0.015, 0.016], [0.014, 0.000, -0.009], [-0.017, -0.018, 0.014], [0.003, 0.011, 0.024], [-0.004, 0.002, -0.010], [0.020, -0.006, 0.014], [0.012, 0.010, 0.003], [0.011, 0.000, 0.012], [0.007, 0.007, 0.028], [0.007, -0.001, 0.007], [0.005, 0.001, 0.000], [0.000, 0.001, -0.010], [0.013, 0.001, -0.005], [0.005, -0.004, 0.006], [0.005, -0.002, -0.011], [-0.043, -0.023, -0.023], [0.016, 0.019, 0.034], [-0.030, 0.029, 0.004], [-0.015, -0.438, 0.089], [-0.005, 0.036, 0.171], [0.027, 0.181, -0.189], [0.131, 0.197, -0.146], [-0.032, -0.078, 0.108], [-0.005, 0.023, -0.009], [0.260, -0.033, 0.001], [0.148, -0.119, -0.099], [-0.034, 0.064, 0.029], [-0.074, 0.002, 0.025], [-0.001, 0.049, 0.024], [-0.029, -0.007, -0.007], [0.012, 0.060, 0.027], [-0.008, -0.049, -0.003], [0.043, -0.140, 0.025], [0.008, 0.251, -0.125], [0.012, 0.012, -0.003], [0.006, -0.010, 0.000], [-0.003, -0.024, 0.012], [0.008, 0.008, -0.009], [0.007, 0.002, -0.006], [-0.007, 0.002, -0.004], [-0.014, 0.030, 0.004], [-0.023, -0.016, 0.026], [0.000, 0.088, -0.021], [0.052, 0.005, 0.007], [0.025, 0.030, 0.066], [-0.456, -0.498, 0.111], [-0.007, -0.137, -0.092], [-0.007, 0.021, 0.034], [0.001, 0.010, -0.010], [-0.003, 0.001, -0.017], [0.011, 0.016, -0.017], [0.011, 0.003, -0.009], [0.004, -0.003, 0.006], [0.007, 0.011, -0.007], [-0.003, 0.008, -0.024], [0.006, -0.002, -0.008], [0.006, 0.017, -0.006], [0.014, -0.030, -0.001], [-0.007, 0.008, 0.015], [-0.055, -0.043, 0.033], [-0.020, -0.006, 0.018], [0.033, 0.064, 0.016], [0.086, 0.055, 0.026], [-0.109, -0.027, -0.025], [0.138, -0.013, -0.043], [-0.099, -0.008, 0.011], [-0.070, 0.063, -0.023], [0.055, 0.719, -0.223], [-0.002, 0.067, 0.028], [-0.010, -0.011, -0.003], [-0.004, 0.006, -0.003], [-0.025, -0.036, -0.004], [-0.003, 0.006, -0.001], [-0.027, 0.008, 0.005]], "fmax_ev_per_a": 0.75, "charge": 0, "molar_mass_g_mol": 962.293, "e_homo_ev": -6.870, "orbital_gap_ev": 6.9995}